(1)
Density functional theory data (ωB97M-V/def2-TZVPD) for the ion C14H30BFNO11P2S2 with charge +1 in a non-equilibrium geometry.

Structure (XYZ):
```
62
C14H30BFNO11P2S2 | the Open Molecules 2025 dataset | ωB97M-V/def2-TZVPD
C 1.33175 3.82158 0.69545
C 0.81857 2.80340 1.39410
N 1.14661 1.37478 1.27903
S 2.45199 1.15383 2.54993
C 0.05900 0.46550 1.81640
C -0.86506 -0.02396 0.63944
C -1.22029 -1.52591 0.71739
C -0.12868 -2.56054 0.98725
C -0.75670 -3.97202 0.92267
C -0.72349 -4.54026 -0.49874
C -2.23608 0.64874 1.08242
P -2.85625 2.37368 1.11231
O -3.09398 2.71791 2.53124
O -4.22220 2.39750 0.30129
O -1.94634 3.48515 0.42584
C -0.01153 0.35972 -0.65154
C -0.50000 1.51498 -1.62203
P -2.15229 1.58047 -2.38822
O -2.75985 2.90539 -2.33225
O -3.07390 0.43137 -1.78645
O -1.93666 1.16539 -3.93956
B 0.11819 -0.83639 -1.73666
O 1.33344 -1.27760 -2.14821
O -1.03046 -1.40503 -2.25809
C 1.44405 0.68395 -0.07855
O 1.89794 -0.53970 0.36455
C 3.22857 -1.06854 0.17925
C 3.46526 -2.14096 1.24675
S 2.72434 1.52525 -1.12288
O 3.65561 2.03703 -0.17383
O 3.17856 0.69537 -2.16530
F 1.99874 2.73702 -1.76406
H 2.37457 3.96604 0.45199
H 0.64046 4.57940 0.33900
H 0.15815 3.01161 2.23003
H 3.27049 2.10882 2.08710
H 0.41160 -0.27492 2.52960
H -0.52267 1.13589 2.44542
H -1.80114 -1.79295 -0.16489
H -1.93213 -1.65395 1.53811
H 0.64818 -2.55752 0.22469
H 0.29905 -2.42960 1.98150
H -1.80062 -3.91095 1.23989
H -0.24293 -4.65256 1.60033
H -1.51014 -4.10077 -1.11435
H 0.22873 -4.32852 -0.98987
H -0.87458 -5.61844 -0.50621
H -2.33725 0.36800 2.12962
H -3.02828 0.08116 0.59558
H -4.90512 2.16069 0.94707
H -1.62337 4.02808 1.15806
H -0.25684 2.48120 -1.19415
H 0.16258 1.43918 -2.49345
H -3.77121 0.22128 -2.42430
H -1.03090 0.88901 -4.10825
H 1.29160 -1.80834 -2.95194
H -1.08602 -1.33436 -3.21745
H 3.34321 -1.52405 -0.80004
H 4.01885 -0.32694 0.26882
H 4.43740 -2.00142 1.71430
H 2.74246 -1.99517 2.05090
H 3.35700 -3.14700 0.85397
```

Charge ... +1
SMILES string ... C=C[N@@+]1(S)C[C@@](CCCC)(CP(=O)(O)O)[C@](CP(=O)(O)O)(B(O)O)[C@@]1(OCC)S(=O)(=O)F
Relative energy (zero: lowest compared OMol25 entry of this formula, charge and spin) ... 0.000 eV
Max |F| ... 2.974 eV/Å
Frontier orbital gap ... 9.17 eV
Highest occupied orbital energy ... -13.12 eV
Energy ... -3037.5144 Ha

natural (NBO) atomic charge list, values in e, 4 entries: -0.3827 -0.0489 -0.4238 0.2738

---

(2)
Density functional theory data (ωB97M-V/def2-TZVPD) for a cluster of 2 separate species, CH4NO3S2 in total in a non-equilibrium geometry.

Structure (XYZ):
```
11
CH4NO3S2 | the Open Molecules 2025 dataset | ωB97M-V/def2-TZVPD
C -0.18909 -0.95963 -0.38615
N 0.17418 -1.93557 0.44099
O -1.52718 1.95717 -0.03629
O 0.35802 2.70582 1.23037
O 0.59283 2.37184 -1.13878
S 1.48747 -3.16721 0.14994
S -0.10963 2.05228 0.06137
H 0.48190 0.55898 0.21018
H 0.32886 -0.77736 -1.33849
H -1.23453 -0.64601 -0.49843
H -0.36283 -2.16032 1.30527
```

Charge ... -1
Relative energy (zero: lowest compared OMol25 entry of this formula, charge and spin) ... 1.755 eV
Max |F| ... 2.883 eV/Å
Frontier orbital gap (spin up / spin down) ... 7.34 / 7.35 eV
Highest occupied orbital energy (spin up / spin down) ... -4.43 / -4.43 eV
Energy ... -1117.3353 Ha

natural (NBO) atomic charge list, values in e, 4 entries: -0.0684 -0.5880 -1.0097 -0.9971

---

(3)
Density functional theory data (ωB97M-V/def2-TZVPD) for a structure of composition C51H48AsF3N3S2SbSiTi in a non-equilibrium geometry.

Structure (XYZ):
```
111
C51H48AsF3N3S2SbSiTi | the Open Molecules 2025 dataset | ωB97M-V/def2-TZVPD
Ti 0.28440 -0.01114 0.25352
F 5.26805 -1.25035 -0.86068
C 5.44326 -0.19883 -0.06042
F 6.59503 -0.38372 0.61316
F 5.59738 0.89343 -0.83603
C 4.29671 0.00362 0.90044
C 4.56940 0.24290 2.22198
C 3.53481 0.49474 3.12149
C 2.25771 0.51779 2.63782
N 1.97465 0.30028 1.34702
C 2.95329 0.00886 0.45806
S 2.35021 -0.39576 -1.10660
H 5.59802 0.22684 2.56347
H 3.72732 0.67647 4.17175
H 1.41610 0.73827 3.27441
C 1.41870 3.95773 1.71368
N 0.08711 4.27034 1.20411
C -0.28996 5.53437 0.75553
C -1.59612 5.47923 0.46346
N -1.99198 4.18526 0.75202
C -0.97244 3.43992 1.20299
S -1.11915 1.79684 1.69612
H 2.16523 4.18403 0.95733
H 1.45606 2.90761 1.95277
H 1.61514 4.54265 2.60960
H 0.41669 6.34467 0.66480
H -2.26829 6.22853 0.07876
H -2.91643 3.80946 0.63121
C -4.86276 -3.14533 1.32870
C -3.85030 -4.03146 1.67407
C -2.57473 -3.56437 1.96394
C -2.31015 -2.20148 1.92488
C -3.32274 -1.31419 1.56583
C -4.59711 -1.78388 1.27345
As -0.55039 -1.46539 2.28818
C 0.59548 -3.01264 2.52594
C 1.65831 -3.24843 1.65638
C 2.47208 -4.36056 1.83467
C 2.22400 -5.24366 2.87519
C 1.16511 -5.01187 3.74676
C 0.35857 -3.89670 3.57753
C -0.75430 -0.89238 4.13521
C -1.93423 -0.28751 4.55506
C -2.04709 0.19464 5.85259
C -0.97968 0.08611 6.73337
C 0.20278 -0.51122 6.31631
C 0.31832 -0.99461 5.01903
H -5.85521 -3.51601 1.09785
H -4.05249 -5.09630 1.71378
H -1.79328 -4.26650 2.21618
H -3.12210 -0.25250 1.50885
H -5.38391 -1.08741 1.00682
H 1.83940 -2.59484 0.82104
H 3.29523 -4.53871 1.15148
H 2.85434 -6.11553 3.00905
H 0.96873 -5.70021 4.56007
H -0.45526 -3.71452 4.26495
H -2.77618 -0.20947 3.88282
H -2.97399 0.65213 6.17731
H -1.07091 0.46040 7.74645
H 1.03342 -0.61097 7.00414
H 1.23520 -1.47261 4.70670
C -2.06324 6.23245 -3.40462
C -0.67757 6.24398 -3.30001
C -0.00394 5.12238 -2.82070
C -0.71345 3.97712 -2.44677
C -2.10610 3.97381 -2.55406
C -2.77699 5.09677 -3.03296
Sb 0.35512 2.26882 -1.69316
C -1.00670 0.90124 -2.63481
C -1.03133 0.60559 -3.99902
C -2.00706 -0.23084 -4.51752
C -2.97462 -0.78783 -3.68316
C -2.96682 -0.49907 -2.33039
C -1.98788 0.34416 -1.81533
C 2.05369 2.55345 -2.93819
C 3.22753 2.89123 -2.25848
C 4.38938 3.20136 -2.95574
C 4.38986 3.16733 -4.34446
C 3.22981 2.83125 -5.02901
C 2.06277 2.53635 -4.33215
H -2.58647 7.10193 -3.79187
H -0.11738 7.12407 -3.59979
H 1.08115 5.13993 -2.75655
H -2.67488 3.08952 -2.28790
H -3.85823 5.08000 -3.13069
H -0.29044 1.01340 -4.66605
H -2.01405 -0.45260 -5.57838
H -3.73019 -1.44915 -4.09266
H -3.70458 -0.93977 -1.66965
H -2.02614 0.57809 -0.75977
H 3.25224 2.87747 -1.17373
H 5.29413 3.45542 -2.41429
H 5.29501 3.40100 -4.89314
H 3.22770 2.80396 -6.11201
H 1.16949 2.30859 -4.89349
C -0.32517 -4.10554 -3.85342
Si -0.92630 -4.33762 -2.12118
C -2.76396 -4.56893 -2.08716
C -0.05289 -5.72808 -1.26578
C -0.53324 -2.80258 -1.17727
C -0.27110 -1.78052 -0.55288
H -0.58878 -4.96640 -4.47795
H 0.76421 -3.98709 -3.87299
H -0.77326 -3.20825 -4.29344
H -3.07236 -5.44442 -2.67142
H -3.25866 -3.68322 -2.50620
H -3.11693 -4.69587 -1.05962
H -0.25887 -6.68691 -1.75568
H -0.38676 -5.79496 -0.22419
H 1.02920 -5.56711 -1.26663
```

Charge ... +1
2S+1 ... 2
Relative energy (zero: lowest compared OMol25 entry of this formula, charge and spin) ... 0.598 eV
Max |F| ... 1.513 eV/Å
Frontier orbital gap (spin up / spin down) ... 7.41 / 7.77 eV
Highest occupied orbital energy (spin up / spin down) ... -10.02 / -10.33 eV
Energy ... -6847.3017 Ha

Mulliken atomic charge list, values in e, 4 entries: -0.0082 -0.2173 0.3707 -0.3126

---

(4)
Density functional theory data (ωB97M-V/def2-TZVPD) for a structure of composition C26H52BrClNO7PSYb in a non-equilibrium geometry.

Structure (XYZ):
```
91
C26H52BrClNO7PSYb | the Open Molecules 2025 dataset | ωB97M-V/def2-TZVPD
C 7.30651 -0.84814 1.92530
C 6.59119 -1.65155 0.83106
C 5.59253 -0.76157 0.09500
C 5.18132 -1.36751 -1.25837
C 4.47706 -2.70905 -1.03749
C 3.43112 -3.07448 -2.09504
C 2.35729 -2.00700 -2.33193
C 1.72591 -1.54715 -1.02474
C 0.59499 -0.51450 -1.15963
C -0.88789 -0.93529 -1.07321
P -1.40844 -2.43718 -2.20022
O -0.73535 -1.97061 -3.59885
Br -0.23527 -4.25139 -1.60110
C -1.87237 0.29037 -1.25315
C -1.27566 1.50695 -0.55929
O -0.22857 2.05955 -1.32693
C 0.07324 3.40970 -0.98565
C 1.58327 3.52788 -0.76163
O 1.89137 3.39678 0.61848
C 1.85771 4.61842 1.34291
C 2.98015 4.59217 2.37544
C -2.19388 0.66425 -2.73951
Cl -2.70981 2.38657 -2.86665
C -3.25454 -0.19120 -3.49767
C -4.57499 0.46974 -3.89728
C -3.23803 -0.12059 -0.61326
C -3.30126 -0.02478 0.92485
C -4.46667 -0.95658 1.41322
C -4.23461 -1.82863 2.63979
C -5.51355 -2.61529 2.91060
O -3.96740 -1.09420 3.83188
N -3.55411 1.34700 1.24128
C -3.73331 1.75694 2.63442
C -2.46460 1.70628 3.49698
O -2.01745 -0.52365 1.48236
S -1.29338 -1.56087 0.59049
O -0.03877 -1.90890 1.36785
O -2.06071 -2.74461 0.51448
H 7.68338 -1.48800 2.71664
H 6.63828 -0.13575 2.40317
H 8.15254 -0.30892 1.51657
H 6.09485 -2.49437 1.29849
H 7.34743 -2.01349 0.14375
H 4.67695 -0.75123 0.69200
H 5.95837 0.24955 -0.03736
H 6.05688 -1.48909 -1.88784
H 4.53946 -0.64607 -1.75872
H 5.21050 -3.50615 -1.02932
H 3.98619 -2.66364 -0.06281
H 2.89623 -3.95857 -1.74967
H 3.88291 -3.30945 -3.05272
H 2.78221 -1.14048 -2.83100
H 1.63574 -2.45513 -3.00874
H 1.50149 -2.42611 -0.42501
H 2.54142 -1.04822 -0.50853
H 0.80224 0.27949 -0.45573
H 0.70769 -0.03486 -2.12965
H -0.13930 -1.20896 -3.49838
H -2.02275 2.25346 -0.33929
H -0.85706 1.22845 0.41533
H -0.40920 3.71644 -0.06366
H -0.20324 4.05287 -1.81910
H 2.06054 2.69155 -1.26319
H 1.96620 4.45324 -1.18163
H 0.91646 4.74294 1.88488
H 1.99986 5.48315 0.69958
H 2.78354 5.30875 3.16351
H 3.08982 3.59251 2.77278
H 3.90210 4.85502 1.86875
H -1.27257 0.64603 -3.30313
H -2.78874 -0.47878 -4.43116
H -3.51717 -1.12419 -3.01294
H -5.11885 0.92025 -3.07523
H -4.47360 1.13506 -4.73892
H -5.20663 -0.33850 -4.25903
H -3.94968 0.59822 -1.00228
H -3.57307 -1.08538 -0.96836
H -5.33453 -0.34613 1.63111
H -4.78497 -1.62443 0.62252
H -3.45959 -2.58559 2.51933
H -5.32999 -3.31572 3.71425
H -5.80582 -3.15292 2.01553
H -6.32091 -1.94721 3.19216
H -3.01422 -1.05805 3.99430
H -4.32892 1.70035 0.69929
H -4.01179 2.80340 2.59776
H -4.56504 1.28165 3.14784
H -2.63759 1.13533 4.39935
H -2.22176 2.70437 3.84002
H -1.59417 1.35379 2.95535
Yb 0.74486 -3.13835 2.63435
```

Charge ... +2
Max |F| ... 4.152 eV/Å
Frontier orbital gap ... 5.01 eV
Highest occupied orbital energy ... -13.66 eV
Energy ... -6535.1066 Ha

Mulliken atomic charge list, values in e, 4 entries: -1.3249 -0.3115 -0.7240 -0.7086